Record 1
C7H4N2S as an isolated structure at a distorted geometry. Source: the OMol25 dataset; level of theory: ωB97M-V/def2-TZVPD.

Calculated values
HOMO energy (spin up / spin down): -8.53 / -8.53 eV
ΔE to the lowest compared entry with this formula, charge and spin: 0.2 kcal/mol
frontier orbital gap (spin up / spin down): 7.53 / 7.53 eV
max |F|: 5.08 eV/A

```
14
Properties=species:S:1:pos:R:3:forces:R:3
C -1.65027 -0.81134 0.01646 2.16 0.50 -1.45
C -0.95196 -1.92563 0.37910 2.94 1.79 -2.04
C -0.93198 0.07502 -0.75580 0.80 0.41 -0.47
C 0.28715 -0.20526 -1.32849 -1.23 2.55 1.76
C 0.96394 -0.93539 -0.36036 -0.07 -0.87 -0.47
C 1.52450 1.43341 0.70899 -2.53 -2.29 -3.44
C -0.43792 1.55259 -0.69613 2.74 -2.87 -1.28
N 0.38898 -1.97429 0.28413 1.05 1.27 -0.03
N 0.47897 1.95717 0.24344 -1.33 0.44 0.81
S 2.42064 -0.04054 0.29569 -0.64 -1.22 -0.51
H -2.48334 -0.56905 0.49489 -3.68 0.92 1.83
H -1.30772 -2.68058 0.91025 -2.05 -3.22 2.15
H 2.05603 1.92974 1.36500 2.56 2.66 3.49
H -0.35704 2.19415 -1.55717 -0.71 -0.06 -0.36
```
Positions in Å, forces in eV/Å.

Atomic partial charges in e from the Löwdin method, atoms 1 to 4: C -0.03; C -0.11; C -0.19; C 0.01

Record 2
C7H4N4O as an isolated structure at a distorted geometry. Source: the OMol25 dataset; level of theory: ωB97M-V/def2-TZVPD.

Calculated values
HOMO energy (spin up / spin down): -18.01 / -18.15 eV
frontier orbital gap (spin up / spin down): 7.35 / 6.99 eV
max |F|: 3.42 eV/A
net charge: +2

```
16
Properties=species:S:1:pos:R:3:forces:R:3
C -0.20260 0.71799 0.38720 0.36 0.90 -0.19
C 1.17687 0.84861 0.15479 1.20 0.32 0.02
C -1.39515 0.69764 0.39123 0.73 0.22 0.55
C 2.27687 1.63068 0.38045 0.45 -1.17 -0.32
C -3.29043 -0.59440 0.20075 -2.07 -1.62 -0.12
C 3.24974 0.01057 -0.42976 -1.80 0.76 0.76
C -1.53720 -2.19030 -0.41885 -0.44 -0.60 -0.86
N -2.61864 -1.62150 -0.25185 -0.55 -0.16 0.42
N 1.96095 -0.22060 -0.14452 0.32 -0.11 -0.16
N -2.70049 0.51485 0.55425 -2.61 2.20 -0.02
N 3.54558 1.24867 -0.11500 -2.47 2.17 0.64
O -0.69421 -2.89198 -0.74113 -0.01 0.64 0.57
H -4.47140 -0.64115 0.30720 2.65 -0.05 -0.36
H 3.79867 -0.75981 -0.78867 2.22 -1.94 -0.97
H -3.39426 1.31485 0.69741 1.64 -0.91 0.13
H 4.29569 1.93588 -0.18349 0.38 -0.65 -0.09
```
Positions in Å, forces in eV/Å.

Atomic partial charges in e from the Löwdin method, atoms 1 to 4: C 0.14; C -0.19; C 0.02; C 0.32

Record 3
C7H4NO5Yb as an isolated structure at a distorted geometry. Source: the OMol25 dataset; level of theory: ωB97M-V/def2-TZVPD.

Calculated values
HOMO energy (spin up / spin down): -16.68 / -16.70 eV
spin multiplicity: 2
expectation value of S²: 0.76
ΔE to the lowest compared entry with this formula, charge and spin: 0.0 kcal/mol
frontier orbital gap (spin up / spin down): 6.73 / 6.97 eV
max |F|: 6.36 eV/A
net charge: +2

```
18
Properties=species:S:1:pos:R:3:forces:R:3
O 2.23272 2.45828 -2.14780 -2.18 -3.41 2.68
C 1.68653 1.66254 -1.51087 2.61 4.79 -2.91
Yb 0.33949 -0.01558 -0.34169 0.17 0.23 0.13
O 2.10864 -0.64664 -3.48511 -2.31 -0.25 3.94
C 1.52095 -0.67298 -2.49218 2.52 -0.43 -4.70
C 1.24690 -2.14959 0.32101 1.60 -5.48 2.80
O 1.65234 -3.09048 0.86499 -1.66 4.06 -2.45
C 2.24666 0.56613 1.82639 -3.29 -0.78 1.46
O 0.97948 0.55715 1.91598 4.23 0.22 -0.62
C 2.81805 -0.21818 0.64587 2.19 -0.30 -1.44
O 3.85141 -0.68549 0.29587 -1.92 1.04 1.33
H 2.91170 1.00979 2.59168 -0.22 0.24 -0.37
C -4.40573 0.23767 0.32556 -0.61 -0.07 0.25
C -2.99094 0.15693 0.07445 1.33 0.04 -0.16
N -1.84252 0.08760 -0.09196 -3.04 0.15 0.29
H -4.91637 -0.62108 -0.11972 0.14 0.01 -0.01
H -4.85645 1.14950 -0.08207 0.32 -0.07 0.00
H -4.58285 0.21442 1.40959 0.12 0.02 -0.21
```
Positions in Å, forces in eV/Å.

Atomic partial charges in e from the Löwdin method, atoms 1 to 4: O 0.19; C -0.02; Yb 1.09; O 0.18

Record 4
A 23-piece molecular cluster, C7H53FN2O22 overall at a distorted geometry. Source: the OMol25 dataset; level of theory: ωB97M-V/def2-TZVPD.

Calculated values
HOMO energy: -10.23 eV
frontier orbital gap: 10.12 eV
max |F|: 1.03 eV/A

```
85
Properties=species:S:1:pos:R:3:forces:R:3
C -0.08333 -0.79180 0.57163 -0.93 0.31 0.32
C -0.52896 0.65028 0.24635 0.81 -0.11 -0.19
C -0.26227 1.65523 1.35293 -0.48 -0.13 -0.73
F -0.46425 2.93183 0.77253 0.10 0.13 0.08
C -1.18694 1.59148 2.58371 -0.01 0.03 0.48
C -2.27762 0.60538 2.44386 0.27 -0.08 -0.51
N -3.08833 -0.18207 2.23160 0.05 0.22 0.22
C -0.47477 1.38186 3.94669 -0.54 -0.85 0.20
C 0.67257 0.46499 3.89388 0.45 0.70 0.02
N 1.67198 -0.10307 3.86183 -0.39 -0.16 -0.02
H 0.46017 -0.84077 1.51556 0.30 -0.06 -0.18
H -0.97776 -1.40216 0.70533 0.11 -0.13 -0.01
H 0.47802 -1.22003 -0.24860 0.21 -0.02 0.10
H 0.07287 1.00624 -0.58994 -0.07 -0.04 -0.03
H -1.56304 0.68677 -0.09573 -0.08 0.08 0.19
H 0.79384 1.62199 1.62115 -0.05 -0.02 0.28
H -1.67095 2.56844 2.64475 -0.04 -0.02 -0.05
H -0.19463 2.32461 4.40973 0.31 0.04 -0.20
H -1.20816 0.93411 4.62422 0.06 0.20 0.09
O -4.90268 2.12926 0.53964 0.10 0.04 0.02
H -4.41311 1.45136 1.01868 -0.06 -0.11 0.03
H -4.33433 2.36263 -0.20068 -0.03 0.02 -0.02
O 0.30723 2.40341 -2.45561 -0.03 0.04 0.14
H 0.03270 2.82829 -1.63645 -0.15 0.04 -0.05
H -0.08985 2.94899 -3.14403 -0.02 -0.11 -0.23
O -2.92304 0.89431 6.08175 0.09 0.17 0.16
H -3.26905 0.01501 6.26104 0.00 -0.02 -0.03
H -3.67393 1.47844 6.26080 -0.19 -0.14 -0.18
O 0.04835 -3.47007 -0.96046 0.00 -0.19 -0.28
H 0.26994 -3.93013 -0.14063 -0.12 0.02 0.07
H 0.21602 -4.12746 -1.64329 0.11 -0.05 0.06
O -2.97366 2.36274 9.01341 0.12 0.04 -0.08
H -2.16924 2.11245 9.49238 -0.23 -0.02 0.07
H -2.90460 1.90831 8.16759 0.07 -0.05 0.01
O 2.52981 3.50719 -0.67828 0.11 -0.18 0.35
H 2.56026 2.65900 -1.13320 -0.03 0.09 -0.20
H 1.60767 3.60587 -0.42213 -0.01 0.11 0.04
O -1.69812 2.97311 -4.83694 0.08 0.27 -0.02
H -2.17274 2.13153 -4.87604 -0.07 -0.29 0.13
H -1.99669 3.45305 -5.61478 0.00 -0.03 -0.03
O -0.43192 5.97383 -4.05071 -0.13 -0.05 -0.19
H -0.90045 5.13345 -4.10928 0.02 -0.09 0.09
H -0.72472 6.46364 -4.82828 -0.04 0.08 0.06
O -0.96654 -2.11371 -3.89830 -0.06 -0.18 0.11
H -0.73464 -2.56676 -3.07916 -0.07 0.17 0.10
H -0.80088 -2.75796 -4.59567 0.05 0.17 -0.15
O -0.66775 -5.13279 1.58975 -0.11 -0.13 -0.06
H -1.02759 -6.02007 1.70287 0.04 -0.02 -0.03
H -1.40040 -4.54569 1.80385 0.08 0.11 0.00
O 2.07796 -6.28618 1.74667 0.23 -0.21 0.06
H 1.21980 -5.88804 1.56304 0.05 0.19 0.10
H 1.99417 -7.16955 1.36952 -0.28 0.02 -0.03
O -3.18424 0.22785 -4.79184 0.00 0.19 0.02
H -2.92418 -0.17212 -3.95410 0.12 -0.05 -0.03
H -2.93763 -0.43449 -5.44474 0.09 0.00 0.01
O 0.92047 7.85990 -5.77868 0.28 -0.13 0.08
H 1.09514 7.40963 -4.93911 -0.13 0.00 0.03
H 1.19248 7.22293 -6.44805 -0.09 0.00 -0.05
O 0.50932 -8.00811 -0.17251 -0.15 -0.10 0.03
H 0.24923 -7.41069 -0.87989 0.07 0.05 0.00
H 1.03625 -8.68293 -0.61289 0.08 0.04 0.02
O 0.43560 -2.29877 -6.58021 0.03 -0.12 -0.05
H 1.31915 -2.22715 -6.20673 -0.03 0.11 0.08
H 0.56439 -2.20627 -7.52890 -0.05 -0.02 -0.01
O 4.04614 6.79653 -4.98388 0.00 0.00 0.08
H 4.42021 7.47108 -4.40822 0.04 0.04 -0.04
H 3.28014 7.22631 -5.37972 0.01 0.07 0.02
O 3.80134 -7.07448 -0.54006 0.06 -0.28 0.15
H 4.57747 -7.64548 -0.57587 0.05 0.09 -0.17
H 3.67669 -6.87881 0.39767 -0.07 0.32 -0.12
O 2.87235 6.11117 -1.80459 0.22 0.02 0.14
H 2.99717 5.26897 -1.33685 -0.16 0.07 -0.19
H 3.50657 6.07912 -2.52698 -0.09 -0.04 -0.14
O -1.19960 1.34199 11.02034 0.19 -0.09 0.10
H -0.40257 0.80310 11.02113 0.01 0.01 -0.05
H -1.32266 1.60021 11.93873 -0.08 0.06 -0.03
O 6.22741 -7.14645 -2.37950 0.03 -0.05 -0.07
H 6.71981 -6.50489 -1.85824 0.00 0.02 -0.01
H 5.46435 -6.65148 -2.69697 -0.12 0.06 0.18
O 4.42637 -4.83451 -4.25250 0.06 -0.15 -0.06
H 4.16331 -4.24346 -4.96363 -0.01 0.07 0.04
H 4.93745 -5.51923 -4.69736 0.03 0.02 -0.03
O -5.74607 1.37696 6.73550 -0.04 -0.06 -0.03
H -6.09836 0.50019 6.91604 0.01 -0.01 0.00
H -6.47990 1.97265 6.91399 0.08 0.10 0.01
```
Positions in Å, forces in eV/Å.

Atomic partial charges in e from the Löwdin method, atoms 1 to 4: C -0.07; C -0.18; C -0.27; F -0.04

Record 5
A 2-piece molecular cluster, C7H5Cl2IO overall at a distorted geometry. Source: the OMol25 dataset; level of theory: ωB97M-V/def2-TZVPD.

Calculated values
HOMO energy (spin up / spin down): -5.62 / -8.78 eV
spin multiplicity: 3
expectation value of S²: 2.03
frontier orbital gap (spin up / spin down): 5.51 / 4.35 eV
max |F|: 4.12 eV/A

```
16
Properties=species:S:1:pos:R:3:forces:R:3
C 1.13333 -1.34026 0.80250 -0.58 1.31 0.73
C 1.89032 -0.30456 1.46769 -0.27 -1.54 -1.38
C -0.07262 -1.03681 0.16592 2.71 0.51 1.95
C 1.50739 0.99767 1.40016 -3.69 0.26 -1.18
C -0.53822 0.29141 0.18713 -1.41 -0.28 -0.65
C 0.23019 1.32474 0.71945 3.61 -0.31 1.96
C -1.71490 0.57422 -0.56063 3.09 0.07 1.07
O -2.00262 1.54421 -1.14779 -2.33 1.95 -1.51
Cl -0.15458 2.98887 0.69097 -0.49 0.25 -0.06
Cl -1.17850 0.00080 -3.89328 0.00 0.00 0.01
I -3.32907 -1.04029 -0.16082 -0.51 -0.53 0.10
H 1.53061 -2.31739 0.98525 -0.08 -0.63 -0.70
H 2.87633 -0.57304 1.81161 -0.03 -0.02 0.55
H -0.59104 -1.62457 -0.51779 -0.58 -1.69 -0.68
H 1.95416 1.73567 2.02370 0.55 0.71 -0.16
H -1.54077 -1.22068 -3.97408 0.01 -0.08 -0.06
```
Positions in Å, forces in eV/Å.

Atomic partial charges in e from the Löwdin method, atoms 1 to 4: C -0.06; C -0.11; C -0.11; C -0.09

Record 6
C7H5Cl5N5O2RuTe4 as an isolated structure. Source: the OMol25 dataset; level of theory: ωB97M-V/def2-TZVPD.

Calculated values
HOMO energy (spin up / spin down): -6.38 / -6.62 eV
spin multiplicity: 2
expectation value of S²: 0.76
ΔE to the lowest compared entry with this formula, charge and spin: 62.5 kcal/mol
frontier orbital gap (spin up / spin down): 5.27 / 5.18 eV
max |F|: 0.64 eV/A

```
29
Properties=species:S:1:pos:R:3:forces:R:3
Ru 0.15716 0.47336 0.34093 -0.22 -0.17 -0.25
N 0.41379 -2.43219 -1.56243 0.06 -0.04 -0.02
N 1.28838 -3.13301 -0.73496 0.11 -0.01 -0.07
C 2.04864 -2.49410 0.18469 -0.04 0.13 -0.05
N 2.96548 -3.23472 0.81259 -0.08 0.02 0.08
N 1.81209 -1.19393 0.36320 -0.03 -0.01 0.13
N 2.50519 -0.51102 1.32677 0.22 -0.13 -0.03
O 3.45468 -0.95426 1.95619 -0.28 0.13 -0.22
O 2.06247 0.63300 1.47854 0.06 -0.17 0.01
H -0.46336 -2.92861 -1.64340 0.01 0.01 0.03
H 0.82007 -2.26504 -2.47678 -0.03 -0.04 0.03
H 1.62523 -4.03492 -1.04185 -0.02 0.00 0.03
H 2.92705 -4.23659 0.74291 0.02 -0.01 -0.03
H 3.50318 -2.80084 1.54873 0.00 0.03 -0.05
Te -1.87480 -0.06302 -1.07043 -0.58 -0.22 0.17
Te -3.44738 2.06952 -1.38822 0.19 0.00 -0.17
Te -1.50900 2.87346 -3.70190 -0.10 -0.17 0.08
Te -0.08384 0.69779 -3.07602 0.42 0.28 0.35
Cl -0.11769 4.04626 -0.43122 0.02 0.05 0.08
C -0.80613 3.38948 1.00569 -0.08 -0.01 -0.02
C -0.76335 2.01410 1.18094 0.34 0.26 -0.09
C -1.26800 1.54504 2.36731 -0.08 0.01 0.07
Cl -0.99255 -0.20554 2.43493 0.18 0.04 -0.02
C -1.83004 2.29563 3.37536 -0.06 -0.04 -0.01
Cl -2.40431 1.55712 4.81588 0.00 0.00 0.00
C -1.90433 3.66943 3.15257 -0.03 0.03 0.03
Cl -2.62797 4.68342 4.34107 0.01 -0.01 -0.01
C -1.38588 4.21247 1.97124 -0.01 0.00 -0.04
Cl -1.46609 5.91072 1.71259 0.00 0.01 0.01
```
Positions in Å, forces in eV/Å.

Atomic partial charges in e from the Löwdin method, atoms 1 to 4: Ru 0.46; N -0.01; N -0.02; C -0.37

Record 7
C7H5Cl5N5O3Pt as an isolated structure at a distorted geometry. Source: the OMol25 dataset; level of theory: ωB97M-V/def2-TZVPD.

Calculated values
HOMO energy (spin up / spin down): -19.34 / -19.77 eV
spin multiplicity: 5
expectation value of S²: 6.03
frontier orbital gap (spin up / spin down): 8.77 / 5.41 eV
max |F|: 1.80 eV/A
net charge: +3

```
26
Properties=species:S:1:pos:R:3:forces:R:3
Pt -0.22529 0.43490 -0.14130 0.36 0.53 1.40
Cl -3.68871 -3.06799 -5.46755 0.28 0.15 0.59
C -3.00372 -2.63119 -3.99350 0.06 0.25 -0.85
C -2.04106 -1.57698 -3.94241 0.00 0.01 0.06
Cl -1.57490 -0.78108 -5.35952 -0.08 -0.18 0.42
C -1.50707 -1.21392 -2.69994 -0.37 -0.24 -0.40
Cl -0.37418 0.04933 -2.56127 0.23 0.18 -0.54
C -1.86529 -1.84370 -1.46057 0.14 0.08 0.18
O -1.37673 -1.47258 -0.36840 -0.16 0.02 -0.18
C -2.82732 -2.93351 -1.54350 0.05 -0.23 1.55
Cl -3.27162 -3.70651 -0.12387 0.27 0.43 -0.76
C -3.38810 -3.30423 -2.79496 -1.10 -1.09 -0.46
Cl -4.53102 -4.54361 -2.86251 0.84 0.88 0.06
N 1.95874 0.03458 1.07883 -0.20 -0.37 -0.37
N 2.08946 1.05523 2.03779 0.36 -0.05 0.17
C 1.11491 1.95819 2.23716 -0.45 0.27 -0.07
N 1.19867 2.88908 3.15331 -0.01 0.24 0.24
N 0.05147 1.81468 1.39907 0.58 -1.39 -0.98
N -1.09685 2.57510 1.39682 0.57 -0.24 0.17
O -1.24823 3.46403 2.15661 -0.39 0.76 0.49
O -1.85558 2.17957 0.52778 -0.89 -0.02 -0.59
H 1.87015 -0.88263 1.52977 0.12 0.35 0.05
H 2.77819 0.01396 0.46423 -0.20 0.16 0.20
H 2.95189 1.10136 2.57988 -0.27 -0.05 -0.13
H 2.00019 2.98124 3.76606 0.03 -0.12 -0.08
H 0.44188 3.56048 3.29801 0.23 -0.32 -0.20
```
Positions in Å, forces in eV/Å.

Atomic partial charges in e from the Löwdin method, atoms 1 to 4: Pt 1.17; Cl 0.93; C -0.63; C -0.64

Record 8
C7H5FNO3S as an isolated structure at a distorted geometry. Source: the OMol25 dataset; level of theory: ωB97M-V/def2-TZVPD.

Calculated values
HOMO energy: -5.72 eV
ΔE to the lowest compared entry with this formula, charge and spin: 30.1 kcal/mol
frontier orbital gap: 8.89 eV
max |F|: 3.84 eV/A
net charge: -1

```
18
Properties=species:S:1:pos:R:3:forces:R:3
C -3.04315 -0.23508 0.01060 -1.00 0.34 -0.52
C -2.24301 -1.36317 -0.18866 1.19 2.68 0.94
C -2.47614 1.02068 0.10314 0.84 -1.30 0.09
C -0.87306 -1.20245 -0.09343 2.11 0.12 0.70
C -1.08226 1.22778 0.09732 -1.92 -0.40 0.09
C -0.27413 0.08882 0.09062 -1.23 0.92 -0.70
C 1.19241 0.34698 0.07581 -0.19 -0.14 -0.80
N 1.85563 -0.74203 0.31976 3.57 -1.40 -0.24
O 3.73535 0.21723 -1.40506 -0.50 0.00 0.60
O 1.75749 1.41325 -0.26186 -1.61 0.60 0.20
O 3.82002 0.74220 1.17098 -0.30 -0.32 -1.39
F 5.11601 -0.97551 0.13018 -2.32 -0.32 0.09
S 3.45437 -0.00747 -0.01553 2.15 0.31 1.54
H -4.16501 -0.15581 0.02520 1.17 -1.03 -0.10
H -2.59526 -2.30688 -0.30255 -1.32 -2.62 -0.36
H -3.24054 1.73331 0.20260 -0.20 1.72 0.09
H -0.14126 -2.07801 -0.05541 -1.27 1.27 -0.36
H -0.79746 2.27615 0.09628 0.86 -0.45 0.13
```
Positions in Å, forces in eV/Å.

Atomic partial charges in e from the Löwdin method, atoms 1 to 4: C -0.11; C -0.10; C -0.11; C -0.02